No. 1
DFT (ωB97M-V/def2-TZVPD) results for a structure of composition C6H18BaFNP2Si in a non-equilibrium geometry.

Calculated values
F_max in eV/Å: 7.650
Net charge: +2
Lowest unoccupied orbital energy in eV: -9.2
Energy in eV: -37846.7492

Structure (XYZ):
```
30
C6H18BaFNP2Si ωB97M-V/def2-TZVPD
C 1.112 2.467 -0.296
C 2.314 1.524 0.300
C 1.836 0.403 1.395
F 3.081 0.015 2.159
Si 1.053 -1.191 0.655
P 1.007 -1.275 -1.544
N 2.299 -2.053 -2.197
P -1.095 -1.187 1.293
C -1.904 -2.769 0.596
C -1.788 0.412 0.498
C -3.390 0.374 0.156
H 0.721 2.123 -1.358
H 1.593 3.544 -0.478
H 0.207 2.636 0.426
H 2.924 1.056 -0.583
H 3.054 2.258 0.881
H 1.074 0.886 2.166
H 1.738 -2.405 1.165
H -0.152 -2.067 -1.911
H 0.840 0.063 -2.059
H 2.909 -2.317 -1.369
H -1.609 -3.669 1.306
H -1.528 -3.075 -0.488
H -3.080 -2.756 0.562
H -1.491 1.300 1.239
H -1.178 0.639 -0.501
H -3.912 1.169 0.856
H -3.794 -0.712 0.315
H -3.530 0.731 -0.972
Ba 0.688 3.878 -2.212
```



No. 2
DFT (ωB97M-V/def2-TZVPD) results for a structure of composition C6H18BrFeO3 in a non-equilibrium geometry.

Calculated values
F_max in eV/Å: 3.351
Energy above the lowest of the compared OMol25 structures with the same formula, charge and spin in eV: 0.896
⟨S²⟩: 6.01
Net charge: +1
Lowest unoccupied orbital energy (spin up / spin down) in eV: -8.6 / -8.7
Multiplicity: 5
Energy in eV: -117074.6440

Structure (XYZ):
```
29
C6H18BrFeO3 ωB97M-V/def2-TZVPD
Fe 0.100 -1.720 -4.617
Br -0.272 -1.083 -2.131
C 4.884 -2.144 0.308
C 3.705 -1.536 -0.437
O 2.457 -2.107 -0.055
H 5.145 -3.130 -0.075
H 4.613 -2.214 1.361
H 5.797 -1.550 0.261
H 3.861 -1.586 -1.515
H 3.630 -0.488 -0.146
H 1.771 -1.659 -0.556
C 0.096 2.901 1.251
C 0.396 1.515 0.652
O 0.563 1.708 -0.723
H -0.160 2.704 2.292
H -0.777 3.346 0.772
H 0.989 3.523 1.192
H -0.410 0.800 0.816
H 1.318 1.093 1.053
H 0.089 0.990 -1.150
C -5.132 0.335 0.544
C -3.683 0.146 0.026
O -3.445 -1.103 -0.551
H -5.378 -0.448 1.261
H -5.906 0.350 -0.224
H -5.278 1.268 1.088
H -2.979 0.356 0.832
H -3.485 0.874 -0.760
H -2.511 -1.140 -0.770
```



No. 3
DFT (ωB97M-V/def2-TZVPD) results for a structure of composition C6H18BrHfO8P2 in a non-equilibrium geometry.

Calculated values
F_max in eV/Å: 6.834
Energy above the lowest of the compared OMol25 structures with the same formula, charge and spin in eV: 4.426
Net charge: +3
Lowest unoccupied orbital energy in eV: -15.8
Energy in eV: -112788.2122

Structure (XYZ):
```
36
C6H18BrHfO8P2 ωB97M-V/def2-TZVPD
Hf 1.521 -3.348 -3.060
Br 0.969 -0.922 -1.879
C 1.573 4.997 3.179
O 1.599 4.458 1.859
P 0.432 4.741 0.790
O -0.807 5.384 1.175
O 0.324 3.329 0.001
C 1.429 2.678 -0.607
O 1.277 5.613 -0.271
C 0.728 6.189 -1.396
H 0.886 5.843 3.239
H 2.571 5.365 3.422
H 1.304 4.335 4.008
H 2.302 3.018 -0.030
H 1.580 2.976 -1.647
H 1.437 1.610 -0.381
H -0.232 5.789 -1.727
H 1.418 5.903 -2.230
H 0.810 7.281 -1.492
C 0.003 -2.950 1.596
O -0.710 -4.095 1.028
P -1.015 -4.395 -0.496
O 0.151 -4.096 -1.421
O -1.614 -5.839 -0.528
C -0.918 -6.887 0.211
O -2.206 -3.406 -0.818
C -2.982 -3.434 -2.033
H -0.741 -2.283 2.027
H 0.588 -2.453 0.830
H 0.555 -3.393 2.418
H 0.008 -6.542 0.659
H -0.792 -7.764 -0.425
H -1.594 -7.300 0.960
H -3.929 -3.877 -1.708
H -2.678 -4.080 -2.859
H -3.248 -2.445 -2.395
```



No. 4
DFT (ωB97M-V/def2-TZVPD) results for a structure of composition C6H18BrLiO6 in a non-equilibrium geometry.

Calculated values
F_max in eV/Å: 3.159
Energy above the lowest of the compared OMol25 structures with the same formula, charge and spin in eV: 0.814
Lowest unoccupied orbital energy in eV: -1.8
Energy in eV: -89045.4433

Structure (XYZ):
```
32
C6H18BrLiO6 ωB97M-V/def2-TZVPD
Li -0.024 -3.082 -2.624
Br -0.217 -1.722 -0.525
C -3.661 0.630 -1.550
C -3.697 0.274 -0.013
O -2.583 0.448 0.832
O -2.854 -0.373 -2.272
H -3.303 1.645 -1.723
H -4.741 0.497 -1.604
H -3.948 -0.787 -0.040
H -4.442 0.889 0.492
H -1.877 -0.167 0.620
H -2.120 -0.655 -1.720
C -0.349 3.923 -0.201
C 0.086 2.460 0.021
O -0.499 1.570 -0.901
O -1.703 4.046 -0.072
H -0.043 4.247 -1.196
H 0.162 4.617 0.466
H -0.223 1.992 0.955
H 1.167 2.391 0.138
H -0.314 0.656 -0.674
H -2.094 3.491 -0.751
C 4.555 -3.165 1.589
C 3.262 -2.966 0.755
O 2.261 -2.231 1.546
O 5.112 -1.866 1.728
H 5.270 -3.793 1.057
H 4.337 -3.619 2.555
H 2.870 -3.930 0.433
H 3.522 -2.376 -0.124
H 1.772 -1.692 0.920
H 4.316 -1.353 1.884
```



No. 5
DFT (ωB97M-V/def2-TZVPD) results for a structure of composition C6H18CrHg2O12S2 in a non-equilibrium geometry.

Calculated values
F_max in eV/Å: 1.626
Energy above the lowest of the compared OMol25 structures with the same formula, charge and spin in eV: 0.000
⟨S²⟩: 6.01
Lowest unoccupied orbital energy (spin up / spin down) in eV: -1.5 / -1.5
Multiplicity: 5
Energy in eV: -89525.0027

Structure (XYZ):
```
41
C6H18CrHg2O12S2 ωB97M-V/def2-TZVPD
Hg -1.105 -1.920 -1.224
Hg 0.141 -0.495 2.057
Cr 0.256 1.759 -0.458
C 1.413 3.265 3.179
C 1.937 2.370 2.061
O 0.939 1.547 1.494
H 2.242 3.861 3.558
H 0.975 2.626 3.945
H 0.628 3.926 2.811
H 2.739 1.731 2.455
H 2.431 2.940 1.260
S -1.660 -2.749 1.559
O -2.579 -2.534 0.379
O -1.716 -1.571 2.537
O -1.898 -3.981 2.235
O -0.291 -2.573 0.938
S 0.757 0.384 -2.707
O 1.421 0.735 -3.910
O 1.650 0.569 -1.496
O -0.359 1.358 -2.361
O 0.204 -1.004 -2.747
O -0.752 0.020 -0.010
H -1.677 0.312 0.051
C -4.305 1.419 -1.814
C -4.122 0.080 -2.486
O -2.811 -0.462 -2.279
H -5.365 1.666 -1.822
H -3.709 2.182 -2.314
H -3.978 1.349 -0.775
H -4.311 0.145 -3.563
H -4.848 -0.655 -2.143
H -2.164 0.194 -2.585
C 4.230 -1.950 0.655
C 2.758 -2.172 0.395
O 2.025 -0.959 0.636
H 4.686 -1.258 -0.055
H 4.800 -2.881 0.612
H 4.376 -1.523 1.651
H 2.364 -2.907 1.092
H 2.601 -2.447 -0.650
H 2.075 -0.399 -0.162
```



No. 6
DFT (ωB97M-V/def2-TZVPD) results for a structure of composition C6H18FHfO6 in a non-equilibrium geometry.

Calculated values
F_max in eV/Å: 5.034
⟨S²⟩: 0.75
Net charge: +2
Lowest unoccupied orbital energy (spin up / spin down) in eV: -9.0 / -9.5
Multiplicity: 2
Energy in eV: -22804.1277

Structure (XYZ):
```
32
C6H18FHfO6 ωB97M-V/def2-TZVPD
Hf 1.400 0.364 0.958
F -0.672 0.134 -0.058
C 0.515 -1.383 3.699
C 1.904 -0.828 4.148
O 2.339 0.117 3.211
O 0.032 -0.843 2.509
H -0.170 -0.988 4.449
H 0.397 -2.452 3.876
H 2.690 -1.579 4.232
H 1.900 -0.301 5.102
H 3.041 0.603 3.651
H -0.835 -1.251 2.452
C -2.934 -1.453 -2.561
C -3.563 -0.206 -2.076
O -3.746 -0.153 -0.626
O -1.530 -1.426 -2.359
H -3.019 -1.631 -3.633
H -3.331 -2.340 -2.066
H -4.536 0.074 -2.480
H -2.977 0.659 -2.387
H -2.961 0.226 -0.223
H -1.502 -1.030 -1.485
C 2.225 1.115 -2.255
C 1.222 2.094 -1.827
O 1.275 2.472 -0.502
O 2.280 0.032 -1.267
H 3.129 1.716 -2.360
H 2.033 0.747 -3.262
H 0.238 1.735 -2.129
H 1.327 2.978 -2.457
H 0.991 3.388 -0.545
H 2.841 -0.595 -1.729
```



No. 7
DFT (ωB97M-V/def2-TZVPD) results for a structure of composition C6H18FInN3O2 in a non-equilibrium geometry.

Calculated values
F_max in eV/Å: 5.461
Energy above the lowest of the compared OMol25 structures with the same formula, charge and spin in eV: 0.000
Net charge: +3
Lowest unoccupied orbital energy in eV: -17.1
Energy in eV: -22935.9326

Structure (XYZ):
```
31
C6H18FInN3O2 ωB97M-V/def2-TZVPD
N -1.046 -2.956 -1.943
H -1.721 -2.885 -2.691
H -0.561 -2.083 -1.793
H -0.306 -3.617 -2.133
H -1.525 -3.026 -1.056
In 0.554 1.161 -4.039
F 0.188 -0.540 -1.674
C -2.073 3.485 -0.038
C -1.489 2.280 -0.741
O -1.299 2.328 -1.981
N -0.919 1.341 -0.023
C -1.192 0.776 1.279
H -3.150 3.407 -0.192
H -1.727 4.370 -0.571
H -1.837 3.625 1.017
H -0.427 0.656 -0.578
H -1.402 -0.293 1.308
H -2.042 1.247 1.773
H -0.249 0.801 1.826
C 2.671 0.772 0.350
C 2.439 -0.465 1.228
O 3.026 -0.479 2.306
N 1.518 -1.342 0.811
C 0.955 -2.421 1.641
H 3.676 1.185 0.440
H 1.967 1.543 0.662
H 2.561 0.508 -0.702
H 0.975 -1.043 0.015
H -0.121 -2.348 1.801
H 1.516 -2.602 2.557
H 1.039 -3.385 1.140
```



No. 8
DFT (ωB97M-V/def2-TZVPD) results for a structure of composition C6H18FInO6 in a non-equilibrium geometry.

Calculated values
F_max in eV/Å: 3.059
Energy above the lowest of the compared OMol25 structures with the same formula, charge and spin in eV: 4.035
Net charge: +2
Lowest unoccupied orbital energy in eV: -13.8
Energy in eV: -26661.9591

Structure (XYZ):
```
32
C6H18FInO6 ωB97M-V/def2-TZVPD
In 1.889 -0.636 -1.767
F 1.750 -3.477 -4.566
C 1.008 4.317 -0.344
C -0.148 4.110 -1.234
O 0.222 3.161 -2.284
O 1.878 3.170 -0.149
H 0.665 4.548 0.665
H 1.673 5.085 -0.738
H -0.410 5.071 -1.676
H -1.033 3.818 -0.669
H 0.147 3.497 -3.180
H 2.559 3.310 0.512
C -3.231 -1.007 -1.246
C -2.797 -2.532 -1.186
O -1.727 -2.627 -2.055
O -2.332 -0.173 -0.513
H -4.299 -0.976 -1.032
H -3.091 -0.692 -2.280
H -3.643 -3.073 -1.611
H -2.488 -2.911 -0.212
H -1.807 -3.400 -2.619
H -2.799 0.074 0.289
C 2.379 -1.688 3.236
C 0.965 -1.871 2.802
O 0.829 -2.533 1.598
O 3.025 -0.899 2.236
H 2.844 -2.609 3.585
H 2.424 -1.035 4.108
H 0.416 -0.941 2.652
H 0.543 -2.539 3.553
H 0.626 -3.451 1.794
H 3.961 -1.092 2.333
```



No. 9
DFT (ωB97M-V/def2-TZVPD) results for a structure of composition C6H18FO6Sr in a non-equilibrium geometry.

Calculated values
F_max in eV/Å: 2.320
Energy above the lowest of the compared OMol25 structures with the same formula, charge and spin in eV: 0.225
Net charge: +1
Lowest unoccupied orbital energy in eV: -2.8
Energy in eV: -22348.9446

Structure (XYZ):
```
32
C6H18FO6Sr ωB97M-V/def2-TZVPD
Sr 0.654 0.589 0.557
F 2.511 0.769 2.062
C -2.288 2.154 -0.328
C -1.442 2.082 -1.574
O -0.685 0.860 -1.606
O -1.456 1.870 0.811
H -3.116 1.441 -0.393
H -2.724 3.154 -0.265
H -0.700 2.884 -1.586
H -2.075 2.175 -2.455
H -0.970 0.279 -2.316
H -1.973 2.086 1.593
C 3.240 -0.053 -1.545
C 2.702 -1.452 -1.386
O 2.073 -1.576 -0.102
O 2.138 0.854 -1.580
H 3.955 0.088 -2.355
H 3.814 0.110 -0.620
H 3.507 -2.180 -1.486
H 1.976 -1.676 -2.171
H 2.712 -1.933 0.524
H 2.397 1.717 -1.916
C -1.548 -2.091 1.411
C -1.818 -1.016 2.395
O -0.579 -0.370 2.697
O -0.932 -1.562 0.210
H -2.455 -2.649 1.163
H -0.894 -2.844 1.866
H -2.286 -1.457 3.277
H -2.514 -0.281 1.973
H -0.764 0.335 3.327
H -0.461 -2.307 -0.180
```



No. 10
DFT (ωB97M-V/def2-TZVPD) results for a structure of composition C6H18FeN2O12 in a non-equilibrium geometry.

Calculated values
F_max in eV/Å: 1.622
Energy above the lowest of the compared OMol25 structures with the same formula, charge and spin in eV: 0.000
⟨S²⟩: 6.01
Lowest unoccupied orbital energy (spin up / spin down) in eV: -0.1 / -0.1
Multiplicity: 5
Energy in eV: -68443.7840

Structure (XYZ):
```
39
C6H18FeN2O12 ωB97M-V/def2-TZVPD
Fe 0.255 -0.488 -0.730
N -2.642 0.851 -1.750
O -2.983 0.302 -2.807
O -1.465 0.612 -1.296
O -3.407 1.596 -1.131
N 3.078 -1.823 0.396
O 3.900 -1.876 -0.544
O 3.404 -2.073 1.555
O 1.876 -1.484 0.109
C 0.776 -2.202 -2.842
C -0.614 -2.592 -2.415
O -0.896 -2.199 -1.030
O 1.035 -0.807 -2.577
H 0.871 -2.322 -3.922
H 1.527 -2.779 -2.296
H -0.692 -3.679 -2.453
H -1.396 -2.131 -3.020
H -1.545 -2.808 -0.672
H 1.842 -0.529 -3.019
C 1.792 2.222 1.709
C 0.993 2.377 0.409
O 1.296 1.328 -0.547
O 1.582 0.941 2.260
H 1.507 3.004 2.416
H 2.831 2.367 1.394
H 1.207 3.306 -0.126
H -0.094 2.388 0.497
H 2.155 1.621 -0.870
H 2.159 0.842 3.023
C -1.904 -0.252 1.760
C -2.512 1.116 2.133
O -1.621 1.766 3.072
O -0.597 -0.130 1.227
H -2.590 -0.750 1.072
H -1.846 -0.906 2.634
H -3.464 0.894 2.615
H -2.635 1.778 1.280
H -1.184 2.423 2.525
H 0.000 0.094 1.964
```



No. 11
DFT (ωB97M-V/def2-TZVPD) results for a cluster of 2 separate species, C6H18N in total in a non-equilibrium geometry.

Calculated values
F_max in eV/Å: 1.854
Energy above the lowest of the compared OMol25 structures with the same formula, charge and spin in eV: 0.243
Net charge: +1
Lowest unoccupied orbital energy in eV: -3.3
Energy in eV: -7997.3936

Structure (XYZ):
```
25
C6H18N ωB97M-V/def2-TZVPD
C 3.621 0.305 -0.431
C 2.414 -0.424 -1.055
N 1.358 -0.670 -0.004
H 4.390 0.367 -1.177
H 3.341 1.319 -0.090
H 3.982 -0.225 0.467
H 1.980 0.204 -1.813
H 2.698 -1.371 -1.483
H 1.676 -1.206 0.786
H 0.468 -1.022 -0.428
H 1.071 0.239 0.393
C -2.046 2.109 0.767
C -1.819 -1.764 -0.004
C -2.454 -0.350 0.160
C -1.408 0.752 0.484
H -2.262 2.537 -0.205
H -1.457 2.880 1.305
H -2.982 1.980 1.284
H -2.491 -2.607 -0.260
H -1.279 -2.025 0.962
H -1.063 -1.884 -0.830
H -3.221 -0.395 0.917
H -3.004 -0.069 -0.741
H -0.789 0.479 1.360
H -0.723 0.840 -0.366
```



No. 12
DFT (ωB97M-V/def2-TZVPD) results for a cluster of 2 separate species, C6H18N2 in total in a non-equilibrium geometry.

Calculated values
F_max in eV/Å: 3.628
Energy above the lowest of the compared OMol25 structures with the same formula, charge and spin in eV: 1.183
Lowest unoccupied orbital energy in eV: 1.0
Energy in eV: -9492.5830

Structure (XYZ):
```
26
C6H18N2 ωB97M-V/def2-TZVPD
C -1.715 -1.248 0.410
C -2.118 -2.075 -0.801
N -1.612 -1.364 -1.984
C -2.213 -1.904 -3.105
H -0.660 -0.927 0.396
H -1.852 -1.969 1.234
H -2.348 -0.367 0.605
H -3.218 -2.169 -0.723
H -1.687 -3.092 -0.720
H -0.589 -1.420 -2.078
H -3.280 -2.182 -3.069
H -1.628 -2.791 -3.403
H -2.079 -1.121 -3.869
C 3.067 0.614 0.338
C 1.919 1.145 1.250
N 1.934 2.629 1.280
C 0.794 2.971 2.148
H 4.061 0.853 0.752
H 2.999 1.036 -0.679
H 2.967 -0.482 0.272
H 1.978 0.576 2.198
H 0.935 0.930 0.790
H 2.795 3.082 1.612
H 0.902 4.050 2.346
H 0.840 2.431 3.109
H -0.194 2.794 1.692
```